Record 1
70
Properties=species:S:1:pos:R:3:forces:R:3 method="wB97M-V/def2-TZVPD" max_force_ev_per_a=1.05 homo_ev=-11.512 total_energy_ha=-1961.3491 homo_lumo_gap_ev=7.671 total_charge=+1
C -3.075 -0.905 -5.396 0.00 0.03 0.04
N 1.891 0.433 1.468 -0.18 -0.08 -0.09
N -3.524 -0.392 0.480 0.19 -0.16 0.01
C 1.231 0.917 2.665 0.32 0.68 0.58
C 2.025 1.271 0.504 0.21 -0.14 0.15
H 1.604 -3.581 4.347 -0.08 -0.11 -0.05
H -3.634 -1.362 -6.208 0.00 0.00 0.00
H 1.867 0.446 -1.413 -0.08 -0.01 0.15
H 3.564 -3.844 0.319 0.13 0.11 0.09
H -2.320 2.817 -1.110 -0.15 0.01 0.03
H 0.667 3.088 -1.085 -0.04 -0.28 -0.10
C 2.231 -4.471 2.457 0.14 -0.31 0.21
H 2.992 1.767 -1.293 -0.19 -0.11 0.09
H -0.155 2.574 2.426 0.09 0.25 0.13
H 3.271 -4.302 2.764 -0.03 0.04 0.01
C 2.956 -3.022 0.719 -0.34 -0.20 -0.03
H 0.286 -4.110 3.280 0.11 -0.02 0.09
H 2.188 -0.538 1.390 0.01 0.05 0.00
H -0.234 1.754 -0.341 0.02 0.06 -0.08
H -2.448 0.672 -0.939 0.11 -0.12 0.05
H 1.161 -1.985 3.194 -0.24 -0.17 0.05
C -2.301 3.111 -0.056 0.11 0.07 0.08
H -2.415 -0.136 -5.798 0.00 0.00 -0.01
H 3.597 -2.411 1.378 0.13 -0.01 -0.05
C 0.198 2.744 -0.161 -0.10 -0.01 0.33
H -4.313 0.701 -2.704 0.01 -0.01 0.01
C 2.406 -2.229 -0.452 0.12 -0.28 -0.40
O -2.336 0.407 -3.106 -0.04 0.00 -0.05
H -5.697 0.051 -5.642 -0.02 0.01 0.00
H 4.179 -0.205 0.387 -0.07 0.04 -0.02
H 4.428 -2.101 -1.167 -0.05 -0.01 -0.06
O 2.169 3.755 0.778 -0.08 0.08 0.08
H -2.082 1.934 1.762 -0.12 0.12 0.02
C -5.437 -0.433 -4.700 0.06 -0.01 -0.02
H -5.740 -1.480 -4.750 -0.02 0.00 0.01
H -1.226 0.081 2.550 -0.06 0.25 0.07
N 3.218 3.765 -0.206 -0.04 0.09 -0.11
H -2.457 -1.660 -4.910 0.00 -0.01 -0.01
H -0.855 4.090 1.245 0.02 -0.11 0.00
H -0.352 0.537 4.519 -0.10 0.20 -0.03
N -4.013 -0.325 -4.446 -0.02 -0.02 -0.04
C 2.653 0.872 -0.775 0.34 0.20 -0.35
C 1.289 -4.347 3.638 -0.03 -0.49 -0.01
H 3.270 -1.420 -2.276 -0.07 0.10 0.08
C 3.830 -0.122 -0.648 0.12 0.04 -0.22
H 1.229 -5.299 4.168 0.12 0.03 0.04
H -3.700 1.945 1.098 0.03 -0.01 -0.01
H -0.821 4.614 -0.414 0.03 0.05 0.12
H 1.919 -2.939 -1.123 -0.09 0.03 0.09
C -2.438 0.531 0.142 -0.19 0.08 0.17
C 3.515 -1.500 -1.215 0.05 -0.12 0.17
O 1.867 -3.527 1.453 0.06 0.35 0.10
H 1.957 0.879 3.484 0.08 -0.13 -0.11
H 4.669 0.301 -1.203 0.01 0.00 0.08
H -5.987 0.051 -3.896 0.00 0.00 0.00
H 2.189 -5.484 2.040 -0.03 0.11 -0.13
H -3.449 -1.230 -0.088 -0.04 0.05 -0.02
C 1.353 2.590 0.848 -0.11 0.32 0.01
H -1.451 0.114 0.413 0.06 0.04 -0.16
H 1.604 -1.552 -0.127 0.03 -0.09 -0.07
I 1.947 3.633 3.738 -0.24 0.11 0.05
N 0.232 -1.688 3.471 0.12 1.01 -0.26
C -2.645 1.896 0.820 -0.07 -0.17 -0.07
O 3.609 4.841 -0.337 0.12 -0.04 0.07
H -3.067 3.878 0.074 0.07 0.04 -0.01
H -3.450 -0.714 1.441 -0.07 0.11 0.00
C -3.528 0.294 -3.363 0.05 0.03 0.02
C -0.928 3.729 0.216 0.03 0.08 -0.30
C 0.914 2.402 2.342 0.02 -0.78 -0.33
P -0.093 -0.174 3.334 -0.12 -0.89 -0.07

Record 2
65
Properties=species:S:1:pos:R:3:forces:R:3 method="wB97M-V/def2-TZVPD" max_force_ev_per_a=3.93 homo_ev="-20.272 / -20.463" s_squared=4.024 total_energy_ha=-3374.1894 homo_lumo_gap_ev="5.581 / 4.567" total_charge=+4 spin_multiplicity=4
C -2.956 1.927 -0.856 0.54 -0.29 -0.26
H 1.836 3.139 1.631 0.36 -0.09 0.08
H -4.256 -0.464 1.174 0.02 -0.20 -0.06
C 1.214 0.444 4.289 0.29 0.23 0.89
H -2.803 -3.764 1.787 0.24 0.21 -0.10
C -0.990 3.516 0.670 0.49 0.02 -0.41
C -3.759 -1.393 0.886 0.37 0.13 -0.58
H -4.310 -2.241 1.304 0.06 0.20 -0.06
H 1.431 -0.521 4.774 -0.15 0.27 0.10
H -2.982 -1.772 3.694 0.16 -0.02 -0.30
C -2.165 -1.166 3.282 0.43 0.74 -0.08
H 4.144 0.937 -1.067 -0.13 -0.10 0.13
H 2.302 -2.141 1.245 0.60 -1.34 -0.08
H -0.579 -0.625 -1.030 -0.09 -0.82 -1.81
H 0.541 -3.458 -0.886 0.20 -1.06 0.27
H -0.556 0.627 -4.706 -0.02 0.09 -0.30
H -3.610 2.746 -0.537 -0.05 -0.10 -0.20
C 2.519 2.302 1.432 -0.26 -0.26 0.01
H 3.549 2.664 1.294 -0.30 0.05 0.08
H -1.256 -3.495 2.619 -0.06 0.08 -0.29
H -3.515 0.978 -0.884 0.16 0.38 -0.02
N 0.583 -0.021 1.815 0.53 1.15 3.30
Mn -0.231 0.298 0.115 2.63 -2.74 0.99
H -2.363 -0.124 3.540 -0.02 -0.31 0.02
H -1.837 1.716 2.790 -0.47 0.09 -0.14
H -3.123 2.718 2.031 0.02 -0.17 0.12
H -2.507 2.138 -1.839 -0.33 -0.01 0.28
H -1.235 -1.465 3.778 -0.19 -0.07 -0.08
H 3.006 2.888 -1.848 -0.33 0.03 -0.13
C 3.380 0.374 -0.516 -0.30 -0.09 -0.04
P -2.012 -1.493 1.458 -1.15 -0.14 0.94
H 1.202 3.103 -1.931 0.66 -0.04 0.30
P 1.992 1.530 -0.150 0.57 0.83 0.99
C 1.516 -3.327 -0.411 -0.43 0.50 1.17
H 2.217 3.916 -0.660 -0.24 -0.46 -0.14
H 0.678 -2.780 1.559 -0.13 0.01 -1.09
S 0.386 0.340 -2.076 -0.15 1.19 0.25
C 0.886 0.195 2.928 -0.89 -0.72 -2.77
C 0.723 -0.591 -3.515 -0.59 -2.04 -0.24
H 0.342 -0.280 -6.880 0.08 -0.10 0.09
H -3.758 -1.466 -0.211 -0.23 -0.09 0.25
H 3.819 0.027 0.430 -0.18 0.12 -0.23
C -2.569 1.773 1.970 0.08 -0.49 0.15
H 2.406 -3.678 -0.974 -0.40 0.94 0.42
H -1.270 -3.749 0.855 -0.24 -0.20 0.18
C 1.519 -1.805 -5.891 0.07 -0.68 0.30
H 2.105 1.094 4.384 -0.35 -0.28 -0.08
H 1.648 -2.256 -2.479 0.16 0.18 -0.52
H 1.885 -2.265 -6.809 -0.12 0.21 0.17
H 2.528 -3.273 -4.629 -0.23 0.32 -0.08
H -3.264 0.925 1.986 0.25 0.54 0.17
H -1.902 4.128 0.649 0.39 0.26 0.00
H 0.352 0.954 4.763 0.39 -0.36 -0.03
C 1.888 -2.383 -4.652 0.52 -0.36 -2.60
H -0.273 3.830 -0.100 -0.32 0.12 0.28
P -1.659 1.865 0.417 -2.46 2.28 0.70
C 0.199 -0.147 -4.737 -0.13 0.52 2.49
C 1.513 -2.789 0.840 0.29 0.90 -0.64
H 2.497 1.598 2.277 0.31 0.48 -0.58
C 1.477 -1.794 -3.460 -1.43 1.88 1.56
C 0.654 -0.711 -5.930 1.09 -1.24 -1.62
H -0.544 3.547 1.677 -0.12 0.14 -0.39
C -1.812 -3.301 1.694 0.71 -0.34 -0.72
H 3.076 -0.499 -1.106 0.05 0.27 0.14
C 2.082 3.001 -1.264 -0.22 -0.17 -0.19

Record 3
72
Properties=species:S:1:pos:R:3:forces:R:3 method="wB97M-V/def2-TZVPD" max_force_ev_per_a=1.95 homo_ev=-11.315 total_energy_ha=-2196.6462 homo_lumo_gap_ev=8.886 total_charge=+1
H 6.115 -0.237 2.112 -0.02 0.00 0.07
H -5.589 -0.314 -0.212 0.06 -0.03 0.05
C -0.738 2.596 -0.116 0.90 -0.15 -0.39
H 8.585 2.531 2.414 0.09 0.01 0.00
H -0.414 -1.591 2.623 0.06 0.08 0.73
H -6.259 0.211 1.337 0.05 -0.04 0.02
H 3.539 4.072 -2.638 0.23 0.04 -0.23
C 2.472 3.933 -2.583 -0.70 -0.27 0.41
H -9.587 -0.513 -0.854 0.01 0.04 -0.01
H 0.266 0.498 -3.498 0.14 -0.03 -0.41
H -4.537 2.867 0.071 -0.04 0.14 0.29
H 3.197 -0.254 -0.942 0.16 0.03 -0.23
O 2.657 2.001 -3.970 -0.68 0.12 1.00
N -0.610 -5.226 0.529 -0.13 -0.07 -0.02
C -1.601 -6.090 -0.088 0.08 0.02 0.21
H 5.509 1.421 2.239 -0.02 -0.03 0.07
H -1.326 -7.135 0.058 -0.06 -0.03 -0.05
H 0.676 -5.595 2.140 -0.01 0.00 0.07
H -6.521 -1.458 0.781 -0.05 -0.01 -0.01
H 4.099 -0.132 0.570 0.28 0.23 -0.09
H 0.604 -0.945 -1.186 -0.06 -0.22 0.27
H 1.816 0.098 -2.749 0.36 0.22 -0.20
H -8.724 1.455 -1.147 0.00 0.00 0.00
H -0.912 -0.242 -1.707 -0.37 0.16 0.20
C 3.110 -0.154 0.132 -1.00 -0.19 0.64
C -0.367 -5.336 1.959 0.12 0.11 -0.11
C -0.580 0.071 1.399 0.19 0.27 0.04
P 0.178 0.996 0.065 -0.58 -0.49 0.95
O 2.470 1.635 2.105 -0.51 -0.72 -0.01
H -1.624 0.244 1.599 -0.40 -0.46 -0.54
H -1.147 2.905 0.841 -0.29 -0.21 0.21
H 9.294 1.957 0.895 -0.02 -0.01 -0.04
H -2.580 -5.914 0.363 -0.03 -0.05 -0.06
H 1.189 -0.750 2.183 0.26 -0.57 -0.37
H -1.010 -6.102 2.382 -0.03 -0.02 -0.04
H -9.076 -1.307 0.645 -0.07 -0.04 -0.04
H -1.663 -5.888 -1.154 0.03 0.03 -0.01
C 0.093 -4.331 -0.177 0.02 -0.03 -0.13
H 9.190 0.866 2.287 0.07 0.05 0.00
H -4.023 3.642 -1.474 0.08 0.28 0.17
O 0.939 -3.586 0.291 -0.01 0.27 0.07
O -1.682 2.603 -1.157 -0.56 0.37 0.32
H 7.838 1.543 -0.656 0.00 0.00 0.00
C 7.033 1.202 0.013 0.08 0.03 -0.20
O 1.062 2.009 -2.365 0.58 -0.05 0.19
C -7.759 1.242 -0.663 -0.14 0.16 -0.06
N 7.376 1.228 1.309 0.11 0.05 0.10
C 0.118 -0.813 2.104 -0.22 0.34 -0.17
C -2.850 1.948 -0.838 -0.60 -1.50 0.32
H 2.554 -0.996 0.533 0.05 -0.28 -0.06
H -4.816 2.082 -1.433 -0.41 -0.13 -0.06
O -2.833 0.769 -0.527 0.48 1.31 -0.08
P 2.299 1.442 0.485 1.29 1.17 -0.87
H 1.944 4.628 -3.227 0.11 0.29 -0.15
C -8.746 -0.971 -0.339 0.22 -0.01 0.11
H -8.407 -1.834 -0.915 -0.08 -0.03 0.00
C 2.105 2.559 -3.049 0.97 -0.02 -1.17
H -0.161 -4.330 -1.250 -0.01 -0.01 0.00
C -6.437 -0.421 0.466 -0.03 0.20 -0.08
H 0.014 3.332 -0.376 0.14 0.13 -0.17
C 0.881 0.621 -2.616 -1.07 -0.47 0.13
C 6.404 0.799 2.299 -0.05 -0.01 -0.23
O -6.880 2.083 -0.570 -0.13 -0.14 0.07
C 0.109 -0.011 -1.444 0.64 0.29 -0.15
O 5.948 0.840 -0.414 -0.10 0.02 0.16
C 8.687 1.671 1.751 -0.19 -0.09 0.12
H -0.569 -4.381 2.445 0.01 -0.03 0.06
C -4.124 2.722 -0.915 0.77 -0.11 -0.91
H 2.474 2.576 2.294 0.09 0.18 0.18
H 2.139 4.093 -1.563 -0.02 0.06 0.13
H 6.833 0.879 3.294 0.04 0.01 0.00
N -7.664 -0.013 -0.199 -0.08 -0.16 0.01